1.
Computed, not measured: 5 unconnected molecules or ions with the total composition C27H62N2O5 at a distorted geometry, with the ωB97M-V functional and the def2-TZVPD basis.

As for the energy relative to the best compared isomer or geometry (same formula, charge and spin): 0.0 kJ/mol. The strongest force on any atom comes out at 1.86 eV/Å. Its structure (SMILES) is CC1(C)CCCC(C)(C)N1O.CC1(C)CCCC(C)(C)N1O.CC(C)O.CC(C)O.CC(C)O. The total energy is -42219.599 eV. Its spin multiplicity is 1. The calculation puts the LUMO energy at 0.479 eV.

Last column: Löwdin charge in e.
Atoms and positions in Å:
C1 16.78 16.86 -12.57  -0.147
C2 15.72 19.07 -13.08  -0.022
H1 20.32 14.46 -10.58  0.080
H2 13.68 16.50 -16.07  0.084
H3 18.10 19.74 -13.84  0.075
N1 16.62 17.60 -14.89  -0.107
H4 10.89 17.27 -11.60  0.091
C3 10.74 15.77 -13.93  -0.144
C4 19.79 16.55 -10.24  -0.490
H5 8.02 17.22 -17.41  0.084
H6 9.25 17.86 -11.68  0.078
C5 9.05 15.20 -15.68  -0.138
H7 17.83 21.86 -9.13  0.082
H8 19.34 16.75 -11.21  0.100
H9 15.89 19.45 -12.07  0.070
C6 15.66 16.58 -15.30  -0.528
H10 14.78 18.51 -12.95  0.069
H11 15.76 16.80 -17.42  0.083
H12 14.14 18.09 -15.94  0.089
H13 10.25 18.57 -15.00  0.063
H14 10.58 14.94 -13.24  0.119
H15 15.77 14.99 -12.18  0.118
H16 15.94 21.48 -10.43  0.076
C7 20.47 17.86 -9.82  -0.060
C8 15.69 15.45 -14.28  -0.138
H17 18.09 20.94 -20.89  0.076
H18 21.55 15.66 -11.00  0.084
O1 18.23 22.49 -9.74  -0.057
C9 16.35 22.14 -11.20  -0.063
H19 19.74 18.67 -9.82  0.072
O2 18.89 20.60 -20.48  -0.061
C10 17.87 22.19 -11.08  -0.500
H20 16.58 14.84 -14.48  0.127
C11 16.79 18.05 -13.52  -0.508
H21 17.51 18.76 -16.10  0.092
N2 8.59 16.89 -14.03  -0.100
O3 7.80 17.98 -13.59  -0.022
H22 9.47 16.15 -11.55  0.086
H23 10.97 16.10 -16.05  0.104
C12 14.23 17.16 -15.37  -0.031
H24 7.18 17.58 -12.97  0.103
H25 6.14 16.89 -14.99  0.080
H26 19.27 22.01 -19.09  0.135
H27 15.47 19.84 -13.81  0.084
H28 17.75 16.35 -12.72  0.117
C13 18.51 23.23 -11.96  -0.046
H29 19.48 19.03 -18.56  0.087
H30 10.99 14.36 -15.44  0.114
O4 16.60 18.69 -15.78  -0.021
H31 11.75 18.13 -14.13  0.060
H32 13.69 17.23 -14.43  0.043
C14 6.78 16.08 -15.36  -0.044
H33 9.52 17.70 -16.69  0.067
C15 9.90 17.04 -12.00  -0.041
C16 18.17 18.73 -13.41  -0.026
C17 15.67 15.87 -12.83  -0.174
H34 18.46 18.81 -12.37  0.066
H35 10.51 19.16 -13.41  0.087
H36 21.25 15.25 -9.31  0.084
H37 19.75 20.30 -17.29  0.078
C18 19.79 20.05 -18.35  -0.060
H38 18.66 22.84 -12.97  0.077
C19 10.67 18.28 -14.04  -0.003
H39 15.98 21.81 -12.17  0.064
H40 8.02 18.48 -16.15  0.088
C20 18.87 20.99 -19.09  -0.497
H41 19.50 23.43 -11.54  0.083
C21 9.95 17.02 -13.51  -0.516
H42 20.82 20.18 -18.67  0.080
H43 15.56 15.09 -16.81  0.089
H44 18.22 21.17 -11.31  0.117
H45 16.75 21.59 -19.05  0.081
C22 17.48 20.97 -18.53  -0.071
C23 10.54 15.36 -15.39  -0.168
H46 18.91 18.19 -14.02  0.089
H47 14.69 16.26 -12.52  0.106
H48 17.11 15.91 -16.72  0.091
H49 17.06 19.96 -18.41  0.079
H50 14.85 14.78 -14.50  0.125
C24 16.03 16.06 -16.67  -0.035
H51 21.24 18.12 -10.55  0.084
C25 8.46 17.53 -16.46  -0.034
O5 18.76 16.25 -9.28  -0.059
H52 17.92 24.15 -11.95  0.081
H53 15.96 23.15 -11.09  0.082
H54 16.86 17.17 -11.52  0.123
H55 11.81 15.96 -13.79  0.099
H56 18.78 16.93 -8.60  0.073
H57 6.38 15.82 -16.34  0.088
H58 8.63 14.39 -15.08  0.119
H59 8.93 14.96 -16.74  0.124
C26 8.24 16.47 -15.38  -0.534
H60 20.94 17.74 -8.85  0.086
H61 17.48 21.38 -17.51  0.084
H62 6.62 15.27 -14.64  0.088
C27 20.76 15.40 -10.27  -0.061

=====

2.
Computed, not measured: 8 unconnected molecules or ions with the total composition C27H63O7S at a distorted geometry, with the ωB97M-V functional and the def2-TZVPD basis.

The strongest force on any atom comes out at 4.71 eV/Å. The total energy is -54174.395 eV. Its spin multiplicity is 1. The calculation puts the LUMO energy at -3.066 eV. The net charge is +1.

Last column: Löwdin charge in e.
Atoms and positions in Å:
C1 -2.36 -1.00 -2.44  -0.358
H1 -1.97 -4.55 -4.01  0.058
H2 -4.10 -3.75 -4.83  0.058
H3 -3.52 3.42 -4.21  0.089
H4 6.19 -0.63 3.40  0.107
H5 -7.62 1.45 3.47  0.116
H6 -1.87 0.84 5.42  0.098
C2 -8.11 3.29 2.47  -0.092
H7 -2.19 1.64 -0.66  0.055
C3 -3.61 -5.59 -3.81  -0.321
H8 -0.91 2.32 5.59  0.117
H9 -2.94 -1.99 -2.54  0.102
C4 0.50 0.57 -0.15  -0.085
H10 -4.31 1.63 2.86  0.049
H11 5.46 0.59 1.07  0.103
H12 -2.66 1.81 3.50  0.062
H13 -3.16 -0.60 2.99  0.112
H14 -1.89 1.71 -3.61  0.105
H15 6.14 -2.25 -2.02  0.121
C5 -2.39 2.35 -1.53  -0.081
H16 0.11 -0.28 5.07  0.087
H17 -1.48 3.05 -1.70  0.096
S1 -0.93 -1.12 -3.62  1.073
C6 1.48 -0.02 -2.66  -0.231
C7 -2.92 0.12 2.20  -0.302
H18 -7.57 2.87 4.53  0.112
H19 4.80 -2.38 0.10  0.058
H20 -0.62 -0.16 7.36  0.076
H21 -4.66 2.92 -2.76  0.089
H22 4.49 -3.80 -0.93  0.084
C8 -4.38 -4.80 -4.85  -0.092
H23 1.27 -2.25 -3.12  0.100
H24 0.32 1.31 7.52  0.081
C9 1.37 0.93 -1.45  -0.143
H25 2.04 3.02 -0.66  0.105
H26 5.17 1.91 -1.05  0.048
H27 -7.88 2.93 1.47  0.075
H28 -4.16 -5.17 -5.86  0.082
H29 5.94 -2.52 5.05  0.073
C10 2.33 0.23 -3.94  -0.039
H30 8.12 1.57 0.90  0.086
H31 -2.04 -0.97 -1.33  0.102
H32 -2.99 2.24 1.83  0.073
O1 7.48 0.90 1.16  -0.088
H33 5.96 2.27 1.31  0.110
C11 -7.35 2.50 3.52  -0.305
H34 -3.99 -0.07 -3.72  0.119
H35 3.51 3.59 -2.88  0.095
C12 0.65 -1.41 -2.64  -0.313
H36 -0.55 0.21 -0.40  0.028
C13 6.19 1.35 0.77  -0.315
O2 -5.95 2.61 3.29  -0.118
H37 0.46 1.44 0.59  0.099
O3 4.87 -2.01 2.64  -0.104
C14 6.19 -1.68 3.07  -0.331
H38 1.04 -0.33 0.33  0.103
C15 -2.78 1.64 -2.91  -0.389
H39 3.31 -2.50 -0.85  0.059
H40 4.28 -1.91 3.40  0.082
C16 2.98 2.58 -2.82  -0.055
H41 3.57 -2.25 -3.23  0.035
C17 4.38 -2.71 -0.85  -0.070
H42 -0.68 0.08 -4.28  0.032
H43 6.90 2.31 -1.03  0.078
O4 -2.21 -5.48 -4.06  -0.085
O5 4.51 -2.47 -3.24  -0.087
C18 3.10 1.58 -4.02  -0.035
H44 6.40 0.64 -1.26  0.063
C19 5.07 -2.02 -2.01  -0.312
O6 0.12 0.68 4.93  -0.094
H45 4.95 -0.93 -1.95  0.087
H46 -3.49 -0.16 1.31  0.102
H47 -5.46 -4.88 -4.68  0.078
C20 -0.65 0.92 7.20  -0.086
H48 -3.82 -5.21 -2.80  0.104
H49 3.74 1.82 -4.94  0.101
C21 6.15 1.56 -0.73  -0.084
H50 -5.71 3.55 3.34  0.095
H51 -4.61 1.91 -4.28  0.080
O7 -1.53 0.00 1.88  -0.120
H52 -1.03 0.24 2.68  0.067
H53 2.37 -0.56 -4.78  0.115
C22 -3.24 1.53 2.62  -0.075
H54 6.60 -3.64 3.87  0.078
C23 -0.91 1.24 5.74  -0.331
C24 2.15 2.30 -1.54  -0.008
H55 -4.17 0.21 -1.90  0.140
C25 -3.95 2.56 -3.59  -0.089
H56 0.45 -1.73 -1.56  0.104
H57 -3.23 3.06 -1.17  0.086
H58 -3.88 -6.64 -3.85  0.118
C26 6.62 -2.60 4.19  -0.089
C27 -3.41 0.17 -2.76  -0.206
H59 7.63 -2.36 4.53  0.078
H60 -1.42 1.35 7.84  0.079
H61 6.85 -1.78 2.21  0.112
H62 -9.19 3.21 2.64  0.078
H63 -7.83 4.35 2.50  0.074

=====

3.
Computed, not measured: a molecular structure, C27H64N9O14SV2 at a distorted geometry, with the ωB97M-V functional and the def2-TZVPD basis.

The strongest force on any atom comes out at 4.96 eV/Å. The total energy is -133316.352 eV. Its spin multiplicity is 7. The calculation puts the LUMO energy (spin up / spin down) at -2.980 / -3.046 eV. The net charge is +1.

Last column: Löwdin charge in e.
Atoms and positions in Å:
H1 0.72 1.98 -2.21  0.124
H2 2.60 3.30 0.13  0.075
H3 3.90 3.76 3.09  0.103
H4 -0.66 -5.08 -0.84  0.073
C1 1.06 5.62 3.21  -0.022
O1 2.60 -3.02 0.12  -0.103
S1 0.13 -0.25 0.39  0.262
H5 -0.85 -3.70 -4.10  0.075
H6 -0.95 -6.20 4.09  0.086
H7 -2.05 -2.87 -1.38  0.114
H8 0.69 -5.79 3.66  0.089
H9 -2.51 6.88 -1.41  0.104
H10 -3.94 5.76 1.08  0.101
H11 4.38 -2.62 -5.07  0.092
H12 1.34 6.11 4.14  0.096
C2 1.00 2.51 5.89  -0.094
O2 0.18 2.85 2.40  -0.042
N1 1.81 4.39 2.95  -0.156
H13 -4.68 5.95 -0.59  0.103
C3 -2.72 -3.68 -1.69  -0.371
H14 0.61 2.58 6.91  0.098
C4 -2.34 -4.73 2.21  -0.048
H15 2.11 2.42 2.64  0.160
H16 3.15 0.06 6.55  0.090
C5 0.13 -5.70 -0.41  -0.024
H17 -0.03 5.57 3.16  0.093
H18 0.22 0.79 4.25  0.103
H19 1.28 6.34 2.42  0.093
C6 -2.46 5.82 -1.68  -0.037
C7 -4.70 2.17 -1.96  -0.338
H20 -2.30 1.03 -3.44  0.093
O3 -3.44 -4.39 -1.00  -0.003
H21 3.06 -6.24 -0.89  0.089
O4 -5.88 2.49 -1.97  0.000
H22 4.94 -2.02 -3.51  0.082
C8 -2.77 0.76 -2.49  -0.026
H23 -3.23 5.65 -2.43  0.104
H24 -2.12 -2.85 -4.85  0.078
H25 4.93 -0.95 -4.78  0.090
C9 1.99 -1.15 -5.12  -0.034
C10 2.63 -1.07 -2.69  -0.214
C11 2.45 4.84 -2.01  -0.017
C12 1.52 -3.69 0.04  -0.207
O5 -0.31 1.13 0.14  -0.415
H26 -2.30 -5.17 1.22  0.051
V1 3.54 -1.11 0.49  0.999
N2 1.45 1.17 5.77  -0.188
H27 1.83 3.17 5.66  0.081
H28 -6.07 0.28 -3.30  0.094
H29 -1.35 -2.16 -3.45  0.060
C13 2.60 -5.93 0.05  -0.023
O6 -2.12 3.22 0.83  -0.142
H30 -4.69 0.28 -4.37  0.090
H31 3.38 5.17 4.11  0.096
N3 -4.23 1.05 -2.55  -0.173
C14 -4.03 5.36 0.07  -0.019
N4 2.00 3.43 -1.85  -0.170
C15 -3.71 -4.78 -3.70  -0.008
N5 -0.95 -4.61 2.72  -0.165
H32 3.64 2.34 -1.08  0.097
N6 -2.73 5.04 -0.51  -0.163
H33 -1.07 -2.64 2.25  0.113
O7 0.41 3.62 -3.47  -0.026
H34 -2.96 -5.46 2.73  0.085
C16 -1.91 4.04 -0.12  -0.216
H35 2.77 5.26 -1.06  0.077
N7 1.40 -5.05 -0.03  -0.137
H36 3.11 1.68 6.97  0.078
H37 0.48 -3.32 0.06  0.121
H38 0.37 -6.36 -1.25  0.090
C17 -5.00 0.10 -3.34  -0.030
C18 -0.39 -3.37 2.71  -0.305
H39 -0.15 -6.36 0.41  0.074
H40 -3.24 -5.76 -3.86  0.085
V2 -1.56 1.49 1.87  1.136
O8 3.47 -0.92 -1.73  -0.129
H41 0.19 2.79 5.22  0.077
H42 2.38 -6.84 0.60  0.085
O9 0.75 -3.13 3.21  -0.004
H43 1.02 -0.79 -4.79  0.077
H44 2.04 1.81 -0.58  0.052
H45 -2.32 1.28 -1.64  0.062
O10 3.28 -1.71 2.49  -0.406
H46 -2.89 -3.79 2.10  0.085
O11 -0.47 -0.32 1.71  -0.400
H47 2.02 0.58 7.80  0.091
C19 1.02 2.95 -2.63  -0.343
H48 -4.66 4.48 0.18  0.089
H49 3.30 4.84 -2.69  0.092
N8 -2.79 -3.76 -3.03  -0.146
O12 1.45 -0.84 4.63  0.051
C20 3.20 4.59 3.20  -0.070
H50 3.34 -5.50 0.72  0.094
C21 4.33 -1.77 -4.38  -0.021
C22 2.44 0.84 6.83  -0.028
H51 1.78 -2.06 -5.69  0.088
O13 -0.50 -1.19 -0.53  -0.323
H52 3.56 5.29 2.45  0.090
C23 -0.33 -5.82 3.28  -0.046
C24 1.00 0.28 4.84  -0.316
H53 -3.94 2.66 -1.32  0.107
O14 1.58 -0.41 0.52  -0.377
H54 1.54 -0.95 -2.63  0.138
C25 -1.73 -3.10 -3.86  -0.050
H55 -4.05 -4.52 -4.70  0.077
H56 -0.18 -6.63 2.56  0.062
H57 -0.99 4.05 -0.73  0.147
H58 -2.57 -0.30 -2.33  0.063
H59 -1.52 5.49 -2.13  0.087
H60 3.73 -0.90 2.79  -0.082
C26 1.31 3.18 2.61  -0.315
H61 1.67 5.46 -2.47  0.080
H62 -4.69 -0.92 -3.13  0.080
C27 2.65 2.69 -0.78  -0.038
N9 2.95 -1.35 -3.99  -0.137
H63 2.27 -0.38 -5.83  0.093
H64 -4.60 -4.77 -3.07  0.083

=====

4.
Computed, not measured: a molecular structure, C27H65CrN9O15SZr at a distorted geometry, with the ωB97M-V functional and the def2-TZVPD basis.

The strongest force on any atom comes out at 8.89 eV/Å. The total energy is -113690.963 eV. Its spin multiplicity is 4. The calculation puts the LUMO energy at -10.544 eV. The net charge is +3.

Last column: Löwdin charge in e.
Atoms and positions in Å:
C1 -3.17 -4.63 3.71  -0.004
H1 1.40 2.22 -1.44  0.071
H2 6.65 1.68 1.51  0.147
N1 0.34 0.43 4.90  -0.141
H3 1.16 3.50 -4.17  0.099
O1 4.35 1.32 -3.94  0.043
C2 3.93 -3.67 -3.06  0.008
O2 2.71 5.14 3.56  0.028
H4 -6.68 2.16 -2.97  0.111
H5 -5.19 2.16 -3.71  0.096
O3 5.60 0.89 -0.07  -0.016
H6 5.47 -1.37 -3.70  0.109
N2 -3.10 -5.63 -0.59  -0.155
H7 4.44 2.25 -2.15  0.129
H8 -4.62 -6.99 -0.78  0.110
C3 -2.11 -6.48 -1.24  0.002
H9 -2.64 2.64 1.43  0.053
H10 -6.08 0.55 -3.47  0.106
H11 -1.45 -5.88 1.84  0.090
H12 4.00 -3.66 -4.14  0.108
H13 -0.25 4.41 0.57  0.096
C4 1.68 2.55 -4.06  -0.056
H14 5.95 -2.16 -2.12  0.106
H15 4.11 2.60 3.49  0.079
C5 -2.04 4.12 -3.20  -0.338
C6 5.18 -1.63 -2.68  -0.024
O4 -0.86 -1.14 -1.53  -0.362
C7 1.70 0.85 5.26  0.005
C8 3.87 1.98 -3.05  -0.318
H16 2.39 0.01 5.36  0.109
C9 5.69 1.46 1.02  -0.299
C10 2.16 2.97 -1.68  -0.075
C11 -4.19 -6.39 0.02  -0.024
C12 -5.80 1.52 -3.07  -0.001
H17 -3.51 -5.64 3.51  0.104
H18 3.07 -4.25 -2.72  0.077
O5 -1.21 0.17 3.26  -0.162
C13 4.71 2.97 2.66  -0.037
O6 -2.70 1.82 1.94  -0.330
O7 0.39 0.32 0.01  -0.205
H19 4.47 3.99 2.38  0.080
C14 2.82 -1.66 -2.07  -0.209
H20 -1.21 1.48 -5.01  0.091
H21 -2.02 2.96 -5.58  0.103
C15 -0.13 0.62 3.68  -0.243
H22 -0.36 0.04 6.85  0.107
H23 -5.15 -0.57 -1.72  0.161
H24 2.03 1.55 4.49  0.068
N3 2.62 2.57 -2.99  -0.168
H25 5.71 3.08 3.07  0.101
N4 3.88 -2.28 -2.55  -0.121
H26 0.54 2.85 0.94  0.061
H27 5.16 -0.63 -2.24  0.066
C16 -4.71 0.30 -1.22  -0.255
O8 -2.11 4.63 -2.10  0.008
H28 3.17 5.62 1.05  0.100
H29 2.94 3.04 -0.93  0.055
N5 -5.17 1.41 -1.75  -0.129
O9 -1.71 -0.65 0.74  -0.454
H30 -4.00 -3.89 -0.22  0.151
H31 1.72 1.42 6.19  0.111
C17 -3.05 -4.31 -0.59  -0.268
O10 -2.35 -2.10 2.77  -0.189
H32 0.51 1.33 3.14  0.138
O11 0.06 -2.10 0.10  -0.373
H33 4.81 -4.15 -2.64  0.101
H34 2.72 1.16 1.98  0.083
H35 -0.76 -6.02 3.50  0.115
N6 -1.68 2.83 -3.48  -0.181
H36 2.13 2.33 -5.03  0.103
C18 -1.36 1.96 -2.36  -0.064
H37 3.16 1.07 0.31  0.074
C19 -1.95 2.24 -4.76  -0.044
H38 -0.08 -4.99 2.24  0.105
N7 -1.88 -4.28 3.15  -0.121
C20 3.25 1.70 1.19  -0.054
H39 0.12 -1.35 5.87  0.108
C21 -1.55 -3.06 2.70  -0.210
H40 -2.11 1.18 -2.18  0.071
C22 -1.00 -5.35 2.68  -0.004
H41 2.72 2.63 1.02  0.048
H42 -0.49 1.40 -2.68  0.060
C23 0.26 3.83 1.34  -0.071
S1 -0.55 -0.75 -0.13  0.383
H43 -2.93 1.77 -4.69  0.078
N8 1.44 4.53 1.80  -0.184
H44 -2.41 4.65 -4.10  0.146
C24 -4.82 2.74 -1.19  0.016
H45 -1.45 -0.38 5.52  0.081
H46 -2.25 -7.47 -0.80  0.099
H47 -1.09 -6.15 -1.03  0.066
H48 -3.80 -7.12 0.73  0.097
H49 2.44 4.50 -0.07  0.036
H50 -0.46 3.68 2.14  0.075
N9 4.60 1.92 1.64  -0.165
H51 1.58 3.90 -1.67  0.095
H52 -3.77 2.71 -0.88  0.069
C25 -0.41 -0.40 5.85  0.016
H53 -4.96 -5.75 0.44  0.095
O12 -3.85 0.29 -0.30  -0.168
H54 3.10 -0.67 -1.70  0.154
H55 1.57 6.03 0.50  0.112
C26 1.75 4.53 3.11  -0.359
O13 1.68 -2.17 -2.03  -0.099
Cr1 -0.11 -3.02 -1.61  1.155
H56 -3.96 -3.89 3.61  0.086
H57 -1.10 2.46 -1.43  0.082
H58 -0.50 -2.97 2.40  0.157
H59 -3.08 -4.65 4.80  0.113
H60 -5.42 2.84 -0.28  0.109
H61 -5.00 3.59 -1.83  0.110
Zr1 -3.25 -0.12 2.05  2.207
H62 0.97 1.72 -3.99  0.065
C27 2.22 5.19 0.74  -0.008
H63 0.97 -5.54 -0.85  -0.001
H64 -2.25 -6.67 -2.31  0.118
O14 0.83 -4.62 -1.05  -0.349
H65 1.04 3.95 3.73  0.128
O15 -2.07 -3.63 -0.90  -0.063